(A)
The following is a quantum chemistry calculation of a 5-piece molecular cluster, C2H12O5 overall, from the OMol25 dataset.

```
19
Properties=species:S:1:pos:R:3
O -0.31032 0.96127 0.94455
C 0.05095 0.55110 2.41226
C 0.10931 -0.94825 2.47017
H 1.09503 1.05488 2.33110
H -0.87271 -1.33279 2.62944
H 1.08601 -1.26828 2.56375
H -0.86931 0.98113 2.87649
H -1.27088 -0.45126 -1.19015
H -0.85749 -1.95243 -1.18179
O -1.68758 -1.36408 -1.01283
H 1.78853 1.60065 -2.35861
H -0.54651 0.14799 0.49651
O 1.32634 0.95089 -1.83930
H 0.26543 0.96097 -1.96941
H -1.49227 1.95525 -1.76187
O -1.10243 1.05325 -1.91517
H 1.25009 -1.33263 0.89193
H 1.46950 -0.43937 -0.71097
O 1.52311 -1.29399 -0.16613
```

* 2S+1: 1
* LUMO energy: -5.0 eV

Mulliken atomic charge list, values in e, 4 entries:
1 O -0.209
2 C -0.133
3 C -0.509
4 H 0.260

---

(B)
The following is a quantum chemistry calculation of a 5-piece molecular cluster, C2H12O5 overall, from the OMol25 dataset.

```
19
Properties=species:S:1:pos:R:3
C -0.17047 -0.54608 3.65749
C 0.10755 -1.61262 2.65631
O -0.38763 -1.59402 1.56750
H -0.37666 0.43548 3.23500
H 0.55625 -0.42478 4.45380
H -1.10908 -0.82956 4.14305
H 0.62876 -2.50515 3.03282
O -0.42422 6.49078 0.31100
H -1.26527 6.94945 0.13620
H 0.14902 7.25545 0.48077
O 1.54476 -3.51968 0.36376
H 2.22148 -3.45218 -0.31637
H 0.79738 -3.12915 -0.05921
O 0.88972 -1.25381 -1.68228
H 1.28633 -0.81288 -2.44726
H 0.02926 -0.87266 -1.61294
O -1.61567 1.04322 -5.31729
H -1.36501 0.39950 -4.66517
H -2.40064 0.67090 -5.75374
```

* 2S+1: 1
* LUMO energy: 0.4 eV
* SMILES: CC=O.O.O.O.O

Mulliken atomic charge list, values in e, 4 entries:
1 C -0.995
2 C 0.255
3 O -0.450
4 H 0.284

---

Energy above the most stable structure, in eV: (A) 7.537; (B) 0.000

---

(A)
The following is a quantum chemistry calculation of an isolated ion of composition C3H4NO2S and charge -1, from the OMol25 dataset.

```
11
Properties=species:S:1:pos:R:3
O 1.13525 1.45201 -0.79564
C 0.86827 0.13875 -0.38705
O 0.87373 -0.15301 0.99570
C -0.48626 -0.41162 1.36529
N -1.29234 -0.60451 0.22068
C -0.56227 -0.32966 -0.84090
S -0.97306 -0.48777 -2.41050
H 0.28133 1.77293 -1.29891
H 1.58909 -0.58511 -0.98735
H -0.87758 0.45983 2.09482
H -0.55615 -1.25184 2.04386
```

* net charge: -1
* 2S+1: 1
* LUMO energy: 3.9 eV
* SMILES: O[C@H]1OCN=C1[S-]

Mulliken atomic charge list, values in e, 4 entries:
1 O -0.484
2 C 0.438
3 O -0.341
4 C -0.161

---

(B)
The following is a quantum chemistry calculation of an isolated ion of composition C3H4NO2S and charge -1, from the OMol25 dataset.

```
11
Properties=species:S:1:pos:R:3
C -0.27074 -1.91215 -0.68416
N 0.61115 -0.99946 -0.56107
C 0.19789 0.27781 -0.27486
O 1.04418 1.26006 -0.98013
O -1.15061 0.69347 -0.03653
C -0.37477 0.88319 1.12799
S 0.37185 2.38023 1.52448
H 0.12305 -2.89326 -0.93472
H -1.34960 -1.75736 -0.71109
H 1.54978 1.83544 -0.40141
H -0.75219 0.23201 1.93151
```

* net charge: -1
* 2S+1: 1
* LUMO energy: 3.9 eV
* SMILES: C=N[C@@]1(O)O[C@@H]1[S-]

Mulliken atomic charge list, values in e, 4 entries:
1 C -0.398
2 N -0.454
3 C 0.563
4 O -0.521

---

Energy above the most stable structure, in eV: (A) 0.000; (B) 1.681

---

(A)
The following is a quantum chemistry calculation of one molecule with the formula C9H14N4O3, from the OMol25 dataset.

```
30
Properties=species:S:1:pos:R:3
C -2.37754 -1.78463 -0.96756
C -2.66538 -0.82433 0.21693
N -4.05522 -0.49837 0.26041
C -1.78380 0.43575 0.05774
O -2.23772 1.59613 -0.08682
N -0.42863 0.35625 0.13570
C 0.33240 1.47106 0.72894
C 1.50245 0.86961 1.52252
C 2.27238 -0.12704 0.63809
C 3.24607 0.03513 -0.29601
N 3.53483 -1.23983 -0.83716
C 2.62270 -2.10048 -0.29571
N 1.80991 -1.46645 0.59987
C 0.88773 2.39656 -0.33836
O 2.04539 2.69205 -0.46205
O -0.06356 2.88611 -1.11649
H -1.26032 -1.70176 -1.15983
H -2.87367 -1.46094 -1.90085
H -2.60874 -2.82493 -0.76560
H -2.41566 -1.28536 1.21958
H -4.24504 -0.14956 -0.70345
H -4.05790 0.36661 0.85555
H 0.01597 -0.52572 0.12751
H -0.34818 2.06150 1.31659
H 2.19087 1.65783 1.88865
H 1.07084 0.26093 2.38873
H 3.79353 0.96222 -0.53117
H 4.43303 -1.47354 -1.11717
H 2.61487 -3.14025 -0.54750
H -0.95161 2.55545 -0.83110
```

* 2S+1: 1
* LUMO energy: 0.7 eV
* SMILES: C[C@H](N)C(=O)N[C@@H](Cc1c[nH]cn1)C(=O)O

Mulliken atomic charge list, values in e, 4 entries:
1 C -1.099
2 C 0.019
3 N -0.708
4 C 0.732

---

(B)
The following is a quantum chemistry calculation of one molecule with the formula C9H14N4O3, from the OMol25 dataset.

```
30
Properties=species:S:1:pos:R:3
C 3.50257 -1.51449 -1.11380
C 2.44682 -0.49021 -0.66211
N 3.01012 0.85512 -0.43355
C 1.85917 -0.86045 0.67687
O 2.49880 -1.57588 1.42986
N 0.84633 -0.13650 1.19146
C -0.21494 0.56151 0.48078
C -1.58918 0.50700 1.31583
C -2.74581 -0.08718 0.53436
C -3.86432 0.52504 0.08421
N -4.56811 -0.41535 -0.62121
C -3.87440 -1.55416 -0.56162
N -2.78301 -1.41271 0.18759
C -0.00266 2.00283 -0.00430
O -0.94315 2.60638 -0.48841
O 1.19861 2.58153 0.15192
H 2.98482 -2.47442 -1.37783
H 4.14623 -1.11641 -1.91952
H 4.08413 -1.63042 -0.19657
H 1.67535 -0.44358 -1.47749
H 3.83373 0.75432 0.17951
H 3.23660 1.26981 -1.34460
H 0.89597 0.06592 2.18719
H -0.24270 -0.02082 -0.49214
H -1.87722 1.51321 1.62579
H -1.42835 -0.13227 2.17357
H -4.29100 1.50517 0.30418
H -5.49211 -0.35138 -1.00284
H -4.20565 -2.44551 -1.04217
H 1.90336 1.91391 0.21500
```

* 2S+1: 1
* LUMO energy: 0.7 eV
* SMILES: C[C@H](N)C(=O)N[C@@H](Cc1c[nH]cn1)C(=O)O

Mulliken atomic charge list, values in e, 4 entries:
1 C -1.397
2 C 0.294
3 N -0.621
4 C 0.319

---

Energy above the most stable structure, in eV: (A) 0.000; (B) 0.295

---

(A)
The following is a quantum chemistry calculation of a 4-piece molecular cluster, C3H15NO4 overall, from the OMol25 dataset.

```
23
Properties=species:S:1:pos:R:3
C -0.88476 -2.54802 1.92786
C -0.76917 -1.70937 0.70216
N -1.43719 -2.40693 -0.40270
C 0.68988 -1.23753 0.44314
O 0.64918 0.00874 -0.26538
H -1.87317 -2.94846 2.17667
H -0.30621 -3.47666 1.77299
H -0.50319 -2.17479 2.87707
H -1.31168 -0.77720 0.90233
H -1.02044 -3.34296 -0.44742
H -1.02600 -2.13675 -1.30214
H 1.20576 -1.22440 1.39796
H 1.10895 -1.83287 -0.37018
H -0.00881 0.65734 -0.04354
O -0.79490 1.58416 -2.38415
H -1.71002 1.60293 -2.64176
H -0.53022 0.66788 -2.42024
O 3.08611 0.05611 -3.07280
H 3.55720 0.89764 -2.95906
H 3.06143 -0.28645 -2.19376
O -0.93181 4.96884 3.31712
H -0.16606 5.11281 2.73534
H -1.14350 5.85437 3.60327
```

* 2S+1: 1
* LUMO energy: 0.7 eV
* SMILES: C[C@H](N)CO.O.O.O

Mulliken atomic charge list, values in e, 4 entries:
1 C -1.548
2 C 0.527
3 N -0.689
4 C -0.651

---

(B)
The following is a quantum chemistry calculation of a 4-piece molecular cluster, C3H15NO4 overall, from the OMol25 dataset.

```
23
Properties=species:S:1:pos:R:3
C 2.80119 -1.98101 -0.23813
C 1.84990 -1.41610 0.80502
N 0.63639 -0.85941 0.24150
C 2.53557 -0.41679 1.70297
O 1.63549 0.25230 2.57500
H 2.33592 -2.77818 -0.81570
H 3.11064 -1.21847 -0.94107
H 3.73258 -2.32865 0.20630
H 1.55371 -2.25204 1.43427
H 0.36000 -1.23050 -0.66074
H 0.64084 0.13737 0.06335
H 3.36093 -0.91041 2.22818
H 2.99980 0.40408 1.13599
H 0.80377 -0.20493 2.62392
O -3.65969 1.91064 -2.97723
H -4.05471 2.76033 -3.20970
H -3.23658 2.13063 -2.13676
O -4.61333 1.65893 3.26918
H -4.21074 2.38075 2.78263
H -4.65343 1.92992 4.19104
O -1.01654 0.73356 -3.89412
H -1.88749 0.56665 -3.53708
H -1.02420 0.73131 -4.84880
```

* 2S+1: 1
* LUMO energy: 0.4 eV
* SMILES: C[C@H](N)CO.O.O.O

Mulliken atomic charge list, values in e, 4 entries:
1 C -1.526
2 C 0.518
3 N -0.586
4 C -0.578

---

Energy above the most stable structure, in eV: (A) 0.424; (B) 0.000

---

(A)
The following is a quantum chemistry calculation of a 3-piece molecular cluster, C4H14NO3 overall, from the OMol25 dataset.

```
22
Properties=species:S:1:pos:R:3
C -0.01069 -1.55070 -0.13652
N 0.47382 -1.40908 1.22239
C 1.36541 -0.40394 1.70876
O 0.71289 0.87898 1.87338
C -1.49621 -1.94150 -0.11244
C -2.50159 -0.81297 -0.32749
H 0.27446 -0.61665 -0.60763
H 0.63081 -2.37009 -0.58322
H -0.31127 -1.48932 1.87449
H 1.84525 -0.73565 2.66625
H 2.15132 -0.29466 0.85196
H -1.63731 -2.43981 0.89347
H -1.76863 -2.73837 -0.79201
H -2.49067 -0.31290 -1.33353
H -3.59163 -1.06166 -0.06104
H -2.25123 -0.06634 0.46834
H 0.80631 1.95957 -2.02840
H 0.03670 2.46555 -3.43641
O 0.89537 2.38695 -3.07781
H 0.56885 1.27476 0.92859
H 0.98324 2.77914 -0.39677
O 0.55369 1.95464 -0.51990
```

* net charge: -1
* 2S+1: 1
* LUMO energy: 3.8 eV

Mulliken atomic charge list, values in e, 4 entries:
1 C 0.057
2 N -0.343
3 C -0.481
4 O -0.589

---

(B)
The following is a quantum chemistry calculation of C4H14NO3 as an isolated structure, from the OMol25 dataset.

```
22
Properties=species:S:1:pos:R:3
C -0.84217 -1.18679 2.18495
N 0.26870 -0.79610 1.32083
C 0.37441 0.65187 1.24934
C 0.12850 -1.40136 -0.00922
C 1.33178 -1.10969 -0.95447
O 1.04432 -0.22872 -1.95815
H -1.61823 -1.68797 1.59697
H -1.42334 -0.34086 2.51667
H -0.52974 -1.76585 3.04992
H 0.71686 1.07004 2.20037
H -0.52773 1.15614 0.94027
H 1.11859 0.93812 0.51289
H 0.09429 -2.47551 0.19804
H -0.77399 -1.10676 -0.56187
H 1.76925 -2.05534 -1.31388
H 2.07658 -0.67845 -0.28915
H -1.97504 2.50082 -1.27192
H -1.35775 1.33375 -1.97521
O -2.22290 1.63161 -1.62714
H 0.70112 0.98731 -1.76646
H 1.17388 2.44701 -2.30412
O 0.47262 2.11674 -1.73866
```

* net charge: -1
* 2S+1: 1
* LUMO energy: 3.9 eV

Mulliken atomic charge list, values in e, 4 entries:
1 C -1.073
2 N -0.137
3 C -1.100
4 C -0.330

---

Energy above the most stable structure, in eV: (A) 0.000; (B) 0.085

---

(A)
The following is a quantum chemistry calculation of a 2-piece molecular cluster, CH3BrOS overall, from the OMol25 dataset.

```
7
Properties=species:S:1:pos:R:3
C -0.17359 0.04254 0.15192
O -2.17660 2.43358 -0.75538
S -1.69341 0.73124 0.93830
Br -3.20207 -0.46343 0.03301
H 0.48687 0.52675 0.78810
H 0.00755 0.06142 -0.85705
H -0.29113 -0.88862 0.58941
```

* 2S+1: 3
* LUMO energy (alpha / beta): -2.7 / -2.6 eV

Mulliken atomic charge list, values in e, 4 entries:
1 C -0.764
2 O -0.239
3 S 0.129
4 Br -0.146

---

(B)
The following is a quantum chemistry calculation of one molecule with the formula CH3BrOS, from the OMol25 dataset.

```
7
Properties=species:S:1:pos:R:3
C -0.18984 -0.14885 0.89690
O 0.84938 -0.13804 -0.10434
S 0.78995 1.02697 -1.23672
Br -0.23286 0.03476 -2.86046
H -0.79488 0.68011 1.03118
H 0.45346 -0.53015 1.63922
H -0.87521 -0.92480 0.63423
```

* 2S+1: 3
* LUMO energy (alpha / beta): 0.8 / -2.5 eV

Mulliken atomic charge list, values in e, 4 entries:
1 C -0.576
2 O -0.233
3 S 0.148
4 Br -0.187

---

Energy above the most stable structure, in eV: (A) 4.157; (B) 0.000

---

(A)
The following is a quantum chemistry calculation of C4H10FN3 as an isolated structure, from the OMol25 dataset.

```
18
Properties=species:S:1:pos:R:3
C 0.46313 -0.82160 0.48665
C -0.90466 -0.39327 -0.35526
C -0.86880 1.04228 0.38040
C 0.62293 0.79044 0.68639
H 1.06384 -2.04704 -1.01981
H 2.16443 -0.36710 -0.64343
H 0.34751 -1.41409 1.40383
H -0.59127 -0.17028 -1.35490
H -3.16807 -0.72178 -0.46876
H -1.95432 -1.90662 0.74894
H -1.66970 0.84758 1.23214
H 1.17416 1.17669 1.65569
H 2.43416 1.34546 -0.35563
H 0.96318 1.96760 -1.20690
N 1.71250 -1.36344 -0.15992
N -2.11292 -1.33222 -0.30444
N 1.37017 1.16326 -0.51667
F -1.04626 2.20413 -0.20830
```

* 2S+1: 1
* LUMO energy: 0.8 eV

Mulliken atomic charge list, values in e, 4 entries:
1 C -0.543
2 C -0.375
3 C -0.261
4 C 0.346

---

(B)
The following is a quantum chemistry calculation of C4H10FN3 as an isolated structure, from the OMol25 dataset.

```
18
Properties=species:S:1:pos:R:3
C -0.62350 -0.63652 1.55483
C -0.16289 -0.35255 0.09935
C -1.09464 0.78155 -0.27133
C 1.28548 0.32324 0.03966
H -1.36510 -1.57238 1.62174
H 0.59890 -0.86694 2.16352
H -1.08635 0.41048 2.00915
H -1.31234 -1.90715 -0.67642
H -0.26941 -0.78865 -1.77609
H -0.99250 1.28935 -1.20371
H -1.16632 1.74182 0.31267
H 3.45661 -0.34812 -0.42343
H 2.11944 -1.61953 -0.71406
H 2.31813 2.13209 0.11848
N -0.34954 -1.45080 -0.84612
N 2.34876 -0.65970 -0.12225
N 1.30062 1.69365 -0.01380
F -2.42519 0.41696 -0.34352
```

* 2S+1: 1
* LUMO energy: 0.7 eV

Mulliken atomic charge list, values in e, 4 entries:
1 C -1.119
2 C 1.005
3 C -1.005
4 C -0.084

---

Energy above the most stable structure, in eV: (A) 1.345; (B) 0.000

---

(A)
The following is a quantum chemistry calculation of one molecule with the formula C6H16N2O, from the OMol25 dataset.

```
25
Properties=species:S:1:pos:R:3
C 1.22160 -0.62180 1.63052
C 0.65083 0.65385 1.01679
C -0.58713 1.11970 1.78667
N 1.68140 1.69119 1.10622
C 0.27293 0.52970 -0.61847
C -0.19380 -0.82705 -1.04824
N -1.39843 -1.32972 -0.43536
C -0.49094 -0.60927 -2.71067
O -1.23180 -1.73378 -3.18748
H 0.46587 -1.40627 1.72371
H 2.06320 -1.01021 1.04777
H 1.58863 -0.44451 2.65186
H -0.36280 1.28834 2.84880
H -1.39386 0.38264 1.74730
H -0.97653 2.06299 1.38511
H 1.99729 1.81391 2.06818
H 1.32107 2.59209 0.79940
H -0.47323 1.30006 -0.83979
H 1.20227 0.77139 -1.14469
H 0.59592 -1.57783 -0.95538
H -2.14476 -0.63788 -0.46277
H -1.21890 -1.88118 0.39738
H -1.05873 0.28775 -2.98118
H 0.46640 -0.59960 -3.23870
H -1.99650 -1.81454 -2.58698
```

* 2S+1: 1
* LUMO energy: 0.8 eV
* SMILES: CC(C)(N)C[C@@H](N)CO

Mulliken atomic charge list, values in e, 4 entries:
1 C -1.854
2 C 1.838
3 C -1.692
4 N -0.766

---

(B)
The following is a quantum chemistry calculation of one molecule with the formula C6H16N2O, from the OMol25 dataset.

```
25
Properties=species:S:1:pos:R:3
C -0.59807 -1.90385 1.23536
C 0.37856 -0.74953 1.04979
C -0.28477 0.52098 0.53723
C -0.13374 0.49162 -1.21212
C -1.44312 1.05369 -1.76398
C 0.21329 -0.80620 -1.93682
O 0.87489 1.45099 -1.35748
N 0.82606 -0.03978 2.42904
N 1.68853 1.08993 2.25315
H -1.63789 -1.58478 1.39102
H -0.63877 -2.51874 0.33635
H -0.35176 -2.51634 2.11131
H 1.27979 -1.04764 0.51705
H 0.07125 1.55240 0.66177
H -1.29876 0.64286 0.93276
H -2.28203 0.38636 -1.54458
H -1.39096 1.17715 -2.85223
H -1.65148 2.04262 -1.34296
H 0.38368 -0.62332 -3.00528
H -0.56116 -1.56476 -1.80942
H 1.16984 -1.22222 -1.60777
H 1.57862 1.23426 -2.15105
H 0.11505 0.04652 3.15953
H 1.22855 1.99574 2.35903
H 2.46442 0.89206 1.61029
```

* 2S+1: 1
* LUMO energy: 0.8 eV
* SMILES: C[C@@H](CC(C)(C)O)NN

Mulliken atomic charge list, values in e, 4 entries:
1 C -1.418
2 C 0.520
3 C -0.978
4 C 1.461

---

Energy above the most stable structure, in eV: (A) 0.000; (B) 2.836